{
  "formula": "C4H7NO2",
  "method": "ωB97M-V/def2-TZVPD",
  "e_lumo_ha": 0.011,
  "orbital_gap_ev": 8.9237,
  "e_above_lowest_kj_mol": 444.6,
  "energy_ha": -361.71152,
  "symbols": ["N", "C", "O", "C", "C", "C", "O", "H", "H", "H", "H", "H", "H", "H"],
  "coordinates": [[0.639504, 1.100141, 0.461556], [0.523442, -0.148303, 1.341550], [0.292017, 0.030811, 2.514919], [0.348628, -1.326864, 0.469892], [-0.999627, -0.567991, -0.620316], [-0.396199, 0.664212, -1.110117], [-1.275808, -0.922572, -1.842441], [0.311709, 1.896518, 1.000026], [1.549991, 1.321660, 0.053376], [0.255083, -2.290372, 1.035809], [1.110402, -1.417657, -0.324697], [-1.826845, -0.483529, 0.100189], [0.449680, 0.551653, -1.771183], [-0.981981, 1.592295, -1.308565]],
  "forces_ev_per_angstrom": [[0.15, 0.15, 0.10], [-0.55, 0.48, -0.48], [0.31, -0.27, -1.05], [-0.07, 0.26, -0.71], [0.18, -0.09, 0.40], [0.35, 0.90, 0.94], [-0.08, -0.87, -0.01], [0.15, -0.01, 0.13], [-0.15, -0.35, 0.45], [-0.36, 1.04, -0.63], [-0.17, 0.10, 0.48], [0.03, -0.05, 0.04], [0.00, -0.23, 0.05], [0.22, -1.05, 0.30]]
}